DFT (ωB97M-V/def2-TZVPD) results for 7 unconnected molecules or ions with the total composition H14O7.

## Properties
* SMILES: O.O.O.O.O.O.O
* energy above the lowest of the compared OMol25 structures with the same formula, charge and spin: 2.788 eV
* maximum force: 1.591 eV/Å
* LUMO level: 0.1 eV
* gap between HOMO and LUMO: 10.76 eV
* spin multiplicity: 1

Structure (XYZ):
```
21
Properties=species:S:1:pos:R:3:forces:R:3
H 0.42875 0.49469 0.23933 -0.2787 0.3662 -0.0968
H -0.96392 0.51831 0.84755 0.1350 0.2149 -0.1675
H 0.65218 -4.86070 0.64977 0.0627 0.0507 0.0568
H 0.72612 -3.34441 0.57608 0.0384 -0.0707 0.0544
H -2.63173 -2.67098 -3.09303 0.0734 0.0116 0.0656
H -3.19692 -2.44788 -1.69990 0.0902 0.0126 0.0212
H 1.82544 3.64117 -0.71798 -0.1482 -0.0729 -0.2336
H 0.60291 4.15885 0.02193 -0.1015 -0.0939 -0.0227
H -0.79196 1.25528 -2.29649 0.0773 0.0765 0.0903
H 0.19337 0.10861 -2.14057 -0.0965 -0.0003 -0.2012
H -1.75426 -1.39601 3.30269 -0.0476 -0.0367 -0.0298
H -1.96794 -1.02910 1.84332 -0.0786 -0.1327 0.1281
H 3.30430 3.45782 0.62830 0.1583 -0.0958 0.2038
H 2.91837 2.09977 1.19117 -0.0290 0.0112 -0.0011
O -0.17833 1.06339 0.72617 0.0659 -0.2762 1.5659
O 1.17386 -4.10961 0.95423 -0.1206 0.0188 -0.1154
O -2.37107 -2.43143 -2.19656 -0.1340 -0.0217 -0.0692
O 0.86698 3.54858 -0.67580 0.2377 0.3087 0.0951
O -0.17434 0.86413 -1.66837 0.0837 -0.4603 -1.1801
O -2.34628 -1.55296 2.55846 0.1125 0.1017 -0.0722
O 3.68447 2.63249 0.94971 -0.1003 0.0882 -0.0916
```
Positions in Å, forces in eV/Å.

---

DFT (ωB97M-V/def2-TZVPD) results for 7 unconnected molecules or ions with the total composition H14O7.

## Properties
* SMILES: O.O.O.O.O.O.O
* energy above the lowest of the compared OMol25 structures with the same formula, charge and spin: 1.508 eV
* maximum force: 0.631 eV/Å
* LUMO level: -0.3 eV
* gap between HOMO and LUMO: 9.53 eV
* spin multiplicity: 1

Structure (XYZ):
```
21
Properties=species:S:1:pos:R:3:forces:R:3
O -0.07769 0.52147 -0.37994 -0.2512 -0.2279 0.0265
H -0.17035 -0.23406 0.22813 0.0980 0.1394 0.0185
H -0.55421 0.27767 -1.17872 0.0844 0.0841 -0.0194
O 2.52904 -1.19640 1.46102 -0.2891 0.0645 -0.1432
H 2.67689 -0.96731 2.38333 0.0091 0.0216 -0.0291
H 1.56052 -1.28564 1.37150 0.5709 -0.0881 0.1504
O 2.79564 1.22733 -0.51833 0.0379 -0.0654 -0.1135
H 2.92466 0.54590 0.15498 -0.0645 -0.0321 -0.0315
H 1.89509 1.07402 -0.83411 0.1499 0.0528 0.2075
O -0.25656 -1.48244 1.68221 -0.6199 -0.0218 0.1146
H -0.41885 -1.16129 2.57725 0.0719 0.0668 -0.0895
H -1.10358 -1.87237 1.39000 0.2989 -0.0658 -0.0952
O -2.35980 -2.41023 0.05989 -0.1023 -0.0110 -0.0989
H -2.15132 -2.16148 -0.84681 0.0230 -0.0322 0.0379
H -2.94155 -3.17384 -0.02196 0.0512 0.0210 0.0915
O 0.10877 2.70884 1.57122 -0.2078 -0.1802 0.1177
H -0.12446 1.97124 0.98591 0.1572 0.2248 -0.1020
H -0.70935 2.93767 2.02308 0.0424 0.0258 -0.0359
O -0.81980 1.49748 -4.01448 -0.0906 -0.0994 0.0218
H -1.31548 1.88954 -4.74117 0.0688 0.0030 0.0133
H -1.48760 1.29389 -3.35298 -0.0381 0.1202 -0.0416
```
Positions in Å, forces in eV/Å.

---

DFT (ωB97M-V/def2-TZVPD) results for 7 unconnected molecules or ions with the total composition H14O7.

## Properties
* SMILES: O.O.O.O.O.O.O
* energy above the lowest of the compared OMol25 structures with the same formula, charge and spin: 2.138 eV
* maximum force: 1.362 eV/Å
* LUMO level: -0.1 eV
* gap between HOMO and LUMO: 10.40 eV
* spin multiplicity: 1

Structure (XYZ):
```
21
Properties=species:S:1:pos:R:3:forces:R:3
H -2.39085 -0.48530 0.62468 0.0272 0.0153 0.1053
H -1.02054 -0.17139 1.20240 -0.1575 -0.0210 -0.0566
H -0.14916 2.45486 -3.10769 -0.0328 -0.0710 0.0060
H 0.42493 2.28590 -1.71058 -0.2267 0.1359 -0.0781
H 1.71322 2.21192 -0.09737 0.0897 0.0931 0.0098
H 1.16448 2.29198 1.31774 -0.0475 0.1238 -0.0343
H -2.63241 1.85764 -2.62574 0.1009 0.0649 0.0026
H -2.61892 0.77333 -3.69069 0.1354 0.0390 -0.0500
H 0.68995 0.12093 3.04374 0.0462 -0.1062 0.1745
H 1.20472 -0.08942 1.62924 0.1539 -0.0171 -0.1168
H 2.88596 -0.97926 2.79640 -0.0646 -0.2296 0.0909
H 3.63309 -1.80819 3.82825 0.0597 -0.1146 -0.1675
H -1.29492 -3.65466 -2.06344 0.0684 -0.1009 0.0369
H -2.38157 -4.37646 -1.28354 0.0912 -0.0780 0.0290
O -1.94146 -0.29878 1.45670 0.0888 0.0320 -0.0987
O 0.50075 2.82979 -2.50269 0.1053 -0.0659 0.0381
O 0.88844 2.18421 0.40058 0.1194 -0.3346 0.1269
O -2.03390 1.34417 -3.17993 -0.2218 -0.0780 0.0519
O 1.41418 -0.28050 2.55044 -0.9966 0.8722 -0.3199
O 3.38387 -1.79835 2.89723 0.8211 -0.3358 0.3234
O -1.43986 -4.41243 -1.48572 -0.1597 0.1765 -0.0734
```
Positions in Å, forces in eV/Å.

---

DFT (ωB97M-V/def2-TZVPD) results for 7 unconnected molecules or ions with the total composition H14O7.

## Properties
* total charge: +1
* energy above the lowest of the compared OMol25 structures with the same formula, charge and spin: 1.289 eV
* maximum force: 1.965 eV/Å
* LUMO level (spin up / spin down): -3.4 / -11.5 eV
* gap between HOMO and LUMO (spin up / spin down): 11.49 / 2.62 eV
* spin multiplicity: 2

Structure (XYZ):
```
21
Properties=species:S:1:pos:R:3:forces:R:3
O 2.62192 1.30184 1.25773 0.2561 0.4299 0.2923
H 3.30537 0.70055 0.96179 0.4764 -0.1782 -0.0266
H 1.82517 0.98919 0.82917 -0.6614 -0.2999 -0.2409
O -1.52749 -1.14485 -3.41586 -0.9711 -0.4765 -0.1673
H -0.85793 -0.48036 -3.25347 0.8858 0.8324 0.1431
H -1.13900 -1.95977 -3.09772 0.0605 -0.6895 0.0497
O 0.26572 0.77448 -2.89628 -0.0983 -0.1034 0.2524
H 1.19551 0.96759 -2.77612 0.3716 -0.0432 -0.0069
H -0.03724 1.43277 -3.52165 -0.1817 0.3865 -0.2390
O 0.35606 -0.12332 0.27501 0.8440 -0.9733 -0.2304
H -0.41456 0.36404 0.56632 -0.8944 1.0074 0.4119
H 0.15882 -0.36576 -0.62972 -0.0670 0.3278 -0.6181
O -1.47280 1.77633 1.08196 0.0788 -0.5022 -0.1370
H -1.27395 1.92151 2.00695 -0.0066 0.0531 0.5581
H -1.33616 2.62962 0.67031 -0.0283 0.2808 -0.2484
O -1.14173 -0.41204 3.43039 0.4084 0.1704 -0.1568
H -1.94145 -0.58532 3.92704 -0.2468 -0.0768 0.2556
H -1.42462 -0.40157 2.51601 -0.2431 -0.0974 -0.1845
O 0.73418 -2.72764 0.49732 -0.1550 -1.4808 -0.5497
H 1.54758 -2.86594 0.98258 0.7145 -0.4163 0.4590
H 0.55670 -1.79144 0.58825 -0.5424 1.8491 0.3835
```
Positions in Å, forces in eV/Å.